1.
C4H8N2OS | wB97M-V/def2-TZVPD

Last column: natural (NBO) charge in e.
CARTESIAN COORDINATES (ANGSTROEM)
C (-0.25741, -0.89102, 1.11587)  0.084
C (-1.30854, -0.49538, 0.13078)  -0.562
C (-0.84386, 0.79362, -0.60758)  -0.436
C (0.50630, 1.12026, 0.11000)  -0.255
N (0.71788, -0.09723, 0.90532)  -0.563
N (-2.33278, 1.09069, 2.96341)  -0.975
O (-4.45072, 0.34262, 1.81466)  -0.883
S (-3.81370, 1.21959, 2.74771)  1.470
H (-1.29824, -1.37788, -0.58883)  0.251
H (-2.33702, -0.49805, 0.43291)  0.245
H (-0.51409, 0.68885, -1.69097)  0.204
H (-1.59587, 1.54896, -0.74669)  0.221
H (1.30676, 1.25775, -0.66157)  0.205
H (0.23700, 1.92383, 0.68409)  0.204
H (-1.94010, 0.27278, 2.53549)  0.383
H (1.60827, -0.21430, 1.52251)  0.407

The calculation puts the HOMO energy at -8.3 eV. The lowest unoccupied orbital energy is -0.0144 hartree. The value obtained for the frontier orbital gap is 7.91 eV. For the energy above the lowest of the compared OMol25 structures with the same formula, charge and spin, the calculation gives 356.4 kJ/mol.

2.
CH3ClN2O2 | wB97M-V/def2-TZVPD

Last column: natural (NBO) charge in e.
CARTESIAN COORDINATES (ANGSTROEM)
C (-0.83290, 0.26214, -0.32821)  -0.100
N (1.07934, 1.15021, 0.19562)  -0.619
N (-0.36564, -1.07692, -0.12005)  0.461
O (0.08647, -1.71777, -1.06178)  -0.392
O (-0.49134, -1.44976, 1.03151)  -0.356
Cl (1.40712, 0.52706, 1.72728)  0.207
H (-1.30400, 0.75572, 0.45246)  0.216
H (-1.09151, 0.71667, -1.27348)  0.223
H (1.51245, 0.83266, -0.62335)  0.360

The calculation puts the HOMO energy (alpha / beta) at -9.9 / -9.9 eV. The lowest unoccupied orbital energy (alpha / beta) is -0.0569 / -0.0568 hartree. The value obtained for the frontier orbital gap (alpha / beta) is 8.33 / 8.33 eV. For the energy above the lowest of the compared OMol25 structures with the same formula, charge and spin, the calculation gives 455.8 kJ/mol.

3.
C22H42Cl14N2O3P | wB97M-V/def2-TZVPD

Last column: Löwdin charge in e.
CARTESIAN COORDINATES (ANGSTROEM)
C (6.45532, -0.26910, 1.10441)  -0.127
C (6.51025, 0.08195, -0.43567)  -0.247
C (5.03004, -0.00873, -1.03382)  -0.229
C (5.03854, -0.51672, -2.53430)  -0.198
C (5.08113, -2.11514, -2.64290)  -0.170
C (3.66876, -2.66837, -3.15837)  -0.167
C (3.08184, -3.86130, -2.29179)  -0.167
N (2.40849, -3.44678, -0.99849)  -0.329
N (3.43637, -3.08376, -0.09175)  0.121
C (1.42557, -2.32767, -1.14224)  -0.136
C (0.59935, -1.99591, 0.14925)  -0.147
C (-0.56106, -1.02776, -0.30984)  -0.256
C (-0.33590, 0.13098, -1.17348)  -0.075
C (-1.50350, 0.94190, -1.57204)  -0.058
C (-2.87270, 0.64966, -1.17083)  -0.239
C (-3.08632, -0.51802, -0.27948)  -0.150
C (-1.92459, -1.32587, 0.12288)  -0.030
P (1.66711, -4.98096, -0.35010)  0.594
O (2.42423, -6.18078, -0.75299)  -0.218
O (1.54424, -4.98292, 1.29030)  -0.088
O (0.11402, -5.17025, -0.94235)  -0.097
H (5.72058, 0.39519, 1.63136)  0.076
H (6.15675, -1.33712, 1.29213)  0.061
H (7.50285, -0.16245, 1.50689)  0.077
H (6.84684, 1.15066, -0.56441)  0.111
H (7.22701, -0.56815, -1.00246)  0.105
H (4.32210, -0.55944, -0.36347)  0.078
H (4.65979, 1.06041, -1.07584)  0.110
H (4.14141, -0.07885, -3.04756)  0.099
H (5.94758, -0.09158, -3.03574)  0.112
H (5.86962, -2.33029, -3.41716)  0.113
H (5.41814, -2.58841, -1.68806)  0.093
H (3.89090, -3.09988, -4.19357)  0.063
H (2.96937, -1.81435, -3.33272)  0.100
H (2.30600, -4.38048, -2.92148)  0.123
H (3.92482, -4.58940, -2.12634)  0.136
H (4.23400, -3.71998, -0.12943)  0.129
H (3.09979, -2.94785, 0.86152)  0.103
H (1.95546, -1.37811, -1.43795)  0.131
H (0.74762, -2.56207, -2.01082)  0.152
H (0.07994, -2.86974, 0.62189)  0.098
H (1.20735, -1.46536, 0.94264)  0.062
H (0.69166, 0.40027, -1.52275)  0.105
H (-1.29055, 1.80834, -2.23992)  0.107
H (-3.72137, 1.28036, -1.50963)  0.055
H (-4.10800, -0.77396, 0.09177)  0.090
H (-2.16403, -2.19772, 0.78466)  0.112
H (1.45621, -4.08871, 1.67527)  0.074
H (-0.04234, -4.55667, -1.68833)  0.081
C (0.93150, 0.71978, 3.38791)  -0.995
Cl (0.59647, 1.26205, 1.74158)  0.565
Cl (2.15784, -0.56243, 3.40883)  0.504
H (1.29413, 1.56245, 3.97023)  0.017
H (0.01383, 0.33615, 3.82564)  0.035
C (3.30608, -5.60889, -6.70795)  -0.992
Cl (4.06398, -5.47804, -5.11370)  0.564
Cl (2.84631, -4.02050, -7.32960)  0.516
H (4.01151, -6.06727, -7.39554)  0.033
H (2.41616, -6.22660, -6.62441)  0.031
C (-1.71167, 4.64493, 2.90992)  -1.029
Cl (-2.18069, 3.52279, 1.62859)  0.473
Cl (-0.96098, 3.79277, 4.26931)  0.507
H (-1.00045, 5.36158, 2.50765)  0.035
H (-2.59713, 5.16308, 3.26554)  -0.053
C (-6.02204, 5.39555, 2.66703)  -1.049
Cl (-5.66866, 3.67022, 2.87410)  0.482
Cl (-4.60829, 6.28078, 2.08367)  0.540
H (-6.82719, 5.50575, 1.94519)  0.032
H (-6.32340, 5.81004, 3.62076)  -0.100
C (-9.61090, 5.46532, 4.44456)  -0.961
Cl (-8.09684, 4.61551, 4.78157)  0.538
Cl (-9.32859, 7.16220, 4.02037)  0.499
H (-10.10870, 4.97475, 3.61264)  0.031
H (-10.24159, 5.42483, 5.32846)  0.031
C (-5.40920, -0.55967, -4.01293)  -0.953
Cl (-4.64263, -0.45288, -2.41550)  0.704
Cl (-5.86174, 1.03949, -4.61233)  0.521
H (-4.70744, -1.01155, -4.70865)  0.030
H (-6.30293, -1.17420, -3.93812)  0.030
C (-5.36002, 6.77767, 6.66932)  -0.994
Cl (-3.77318, 6.88153, 5.89493)  0.510
Cl (-6.61885, 7.49460, 5.65729)  0.504
H (-5.60036, 5.73099, 6.83983)  0.025
H (-5.32504, 7.30816, 7.61698)  0.029

The calculation puts the HOMO energy at -11.2 eV. The lowest unoccupied orbital energy is -0.0975 hartree. Its charge is +1. The value obtained for the frontier orbital gap is 8.52 eV.

4.
C5H7N | wB97M-V/def2-TZVPD

Last column: natural (NBO) charge in e.
CARTESIAN COORDINATES (ANGSTROEM)
C (2.87589, -0.85530, -0.65617)  -0.218
C (1.80782, -0.40483, -0.33303)  -0.017
C (0.50199, 0.20138, -0.37130)  -0.170
C (-0.09954, 1.08906, 0.65430)  -0.236
N (-0.56395, -0.27136, 0.48409)  -0.371
C (-1.82460, -0.47686, -0.20178)  -0.413
H (3.76620, -1.29584, -1.03095)  0.233
H (0.24438, 0.44238, -1.40296)  0.212
H (-0.69303, 1.90974, 0.25050)  0.192
H (0.45063, 1.29348, 1.56839)  0.212
H (-1.82228, -1.47903, -0.64457)  0.207
H (-1.99183, 0.25730, -1.00856)  0.165
H (-2.64072, -0.41142, 0.52145)  0.205

The calculation puts the HOMO energy at -9.4 eV. The lowest unoccupied orbital energy is 0.0401 hartree. Its structure (SMILES) is C#C[C@@H]1CN1C. The value obtained for the frontier orbital gap is 10.47 eV. For the energy above the lowest of the compared OMol25 structures with the same formula, charge and spin, the calculation gives 321.0 kJ/mol.

Q: What is the formula in the fourth record?
A: C5H7N